Below is one molecule with the formula C6H14O, with properties calculated with ωB97M-V/def2-TZVPD.

Each line ends with the Mulliken charge.
Element x y z (Å)
C: -3.44817 -0.06784 -0.50023  -1.237
C: -2.27503 -0.39619 0.42172  -0.333
C: -0.93177 -0.13367 -0.25575  -0.625
C: 0.28961 -0.35322 0.63578  -0.513
C: 1.57021 -0.02583 -0.11487  -0.567
O: 2.62126 0.19425 0.79310  -0.307
C: 3.77614 0.62177 0.12270  -0.701
H: -4.41146 -0.25495 -0.01383  0.368
H: -3.41134 -0.67107 -1.41602  0.309
H: -3.42245 0.98743 -0.79978  0.314
H: -2.34458 0.20925 1.33613  0.311
H: -2.33271 -1.44583 0.74061  0.305
H: -0.85213 -0.76507 -1.15342  0.308
H: -0.91949 0.90566 -0.61706  0.340
H: 0.32199 -1.38527 1.00862  0.263
H: 0.24076 0.30025 1.51584  0.278
H: 1.83638 -0.83363 -0.81962  0.304
H: 1.42524 0.88695 -0.72075  0.352
H: 4.20649 -0.17912 -0.50025  0.281
H: 4.50787 0.92871 0.87361  0.245
H: 3.55321 1.47742 -0.53652  0.306

Computed properties:
Structure (SMILES) ... CCCCCOC
Energy above the lowest of the compared OMol25 structures with the same formula, charge and spin ... 17.2 kcal per mole
Electronic energy ... -312.2277 Ha

***

Below is a 6-piece molecular cluster, C25H53N2O22P5 overall at a distorted geometry, with properties calculated with ωB97M-V/def2-TZVPD.

Each line ends with the Mulliken charge.
Element x y z (Å)
N: -2.94561 -1.52350 0.74966  -0.376
C: -3.55087 -2.16020 -0.15731  -0.398
C: -2.89296 -2.45902 -1.48397  -0.918
C: -1.87043 -1.44137 -1.94414  1.009
C: -0.67309 -1.81998 -2.53510  -0.898
C: 0.26846 -0.89412 -2.95475  -0.972
C: 0.07082 0.46412 -2.77115  -0.610
C: -1.11288 0.85610 -2.19063  0.220
C: -2.07675 -0.07993 -1.80044  1.296
C: -3.24522 0.67875 -1.25882  -0.096
O: -4.38207 0.35548 -1.09190  -0.547
N: -2.80432 2.01195 -0.99370  -0.169
C: -1.67979 2.23434 -1.83114  -0.172
O: -1.31334 3.31998 -2.15008  -0.537
H: -3.57936 -1.43654 1.54410  0.184
H: -4.57822 -2.50484 -0.01327  0.402
H: -3.60742 -2.61646 -2.29517  0.358
H: -2.36693 -3.41271 -1.35558  0.388
H: -0.44451 -2.86402 -2.71384  0.387
H: 1.17836 -1.23888 -3.42631  0.494
H: 0.79030 1.21597 -3.06946  0.674
H: -2.66814 2.16359 -0.00107  0.300
C: 5.67056 3.37713 0.62861  -0.637
O: 4.99220 2.13425 0.73027  -0.375
P: 3.40203 1.97266 0.32399  1.351
O: 3.49106 2.07314 -1.16020  -0.697
O: 2.94854 3.39381 1.01114  -0.377
C: 3.29045 3.72796 2.35958  -0.787
O: 1.91332 1.29961 0.50279  -0.323
C: 0.77552 2.13392 0.28297  -0.594
H: 6.66296 3.17414 0.22745  0.160
H: 5.15357 4.09671 -0.00256  0.348
H: 5.81076 3.79425 1.62711  0.285
H: 3.81693 4.68236 2.35846  0.256
H: 3.92133 2.97192 2.82798  0.396
H: 2.37476 3.84256 2.94043  0.265
H: 0.90813 2.76837 -0.59351  0.544
H: 0.58615 2.74597 1.16028  0.177
H: -0.09190 1.49395 0.13403  -0.010
C: 0.47308 0.15039 6.35128  -0.686
O: 0.64074 0.17884 4.94495  -0.488
P: -0.28387 1.16726 3.97310  1.157
O: 0.40836 2.41738 4.47341  -0.707
O: -1.68449 0.91873 4.78638  -0.327
C: -2.25176 -0.39445 4.90720  -0.720
O: -1.06791 2.07297 2.76176  -0.044
C: -2.12218 2.92935 3.17304  -0.814
H: 1.46832 0.10231 6.79148  0.257
H: -0.06262 1.02102 6.72450  0.318
H: -0.05207 -0.76237 6.64262  0.261
H: -2.39392 -0.61474 5.96475  0.190
H: -1.61779 -1.16256 4.46303  0.418
H: -3.22793 -0.40978 4.42665  0.302
H: -1.86205 3.46326 4.08730  0.343
H: -3.04483 2.36804 3.32255  0.274
H: -2.28768 3.64317 2.36445  0.275
C: 0.74436 0.82627 -7.75759  -0.711
O: -0.22672 0.73957 -6.72851  -0.386
P: -1.46824 -0.36949 -6.77609  1.460
O: -0.58327 -1.55155 -6.48668  -0.655
O: -1.70900 -0.16397 -8.39665  -0.412
C: -2.02326 1.11292 -8.95157  -0.810
O: -2.89653 -1.22082 -6.60852  -0.418
C: -3.26200 -2.12721 -7.63849  -0.625
H: 1.70819 0.98232 -7.27499  0.252
H: 0.77429 -0.06630 -8.37922  0.348
H: 0.54976 1.70468 -8.37678  0.262
H: -1.29063 1.34713 -9.72355  0.250
H: -2.01727 1.90546 -8.20251  0.382
H: -3.00710 1.06639 -9.41971  0.291
H: -2.40185 -2.70600 -7.97567  0.321
H: -3.70800 -1.60048 -8.48159  0.226
H: -4.01361 -2.79620 -7.22094  0.229
C: 6.86185 -0.38179 -3.10331  -0.541
O: 8.15515 0.13036 -3.40596  -0.425
P: 9.50957 -0.40545 -2.64352  1.240
O: 9.65540 -1.76016 -3.23932  -0.620
O: 8.80276 -0.46863 -1.15635  -0.408
C: 8.07986 0.63795 -0.61994  -0.996
O: 11.02266 -0.17304 -2.02226  -0.422
C: 11.37650 -0.88510 -0.84234  -0.534
H: 6.33493 -0.49819 -4.04858  0.248
H: 6.90369 -1.33250 -2.57598  0.324
H: 6.30554 0.34852 -2.51335  0.216
H: 7.07669 0.30404 -0.35829  0.342
H: 8.00685 1.46731 -1.32468  0.414
H: 8.57122 0.97942 0.29305  0.399
H: 11.03539 -1.91872 -0.88871  0.302
H: 10.96667 -0.39854 0.04199  0.195
H: 12.46279 -0.86099 -0.77107  0.247
C: -6.85384 -0.70298 7.23280  -0.650
O: -5.95626 -1.80554 7.20947  -0.417
P: -5.87846 -2.84593 5.93380  1.099
O: -5.22667 -1.97421 4.91667  -0.443
O: -7.51908 -2.88050 5.75107  -0.365
C: -8.39642 -3.16685 6.83952  -0.815
O: -5.70780 -4.32469 5.21897  -0.429
C: -6.54145 -4.63481 4.10610  -0.527
H: -6.31245 0.14134 7.65600  0.255
H: -7.23110 -0.45106 6.24422  0.342
H: -7.68517 -0.92070 7.90430  0.274
H: -9.10949 -2.34919 6.93727  0.253
H: -7.86355 -3.29058 7.78267  0.407
H: -8.95332 -4.07787 6.61779  0.278
H: -6.62239 -3.78746 3.42602  0.280
H: -7.53261 -4.94045 4.43682  0.201
H: -6.08044 -5.47599 3.59100  0.252

Computed properties:
Structure (SMILES) ... [H]/N=C/Cc1cccc2c1C(=O)NC2=O.COP(=O)(OC)OC.COP(=O)(OC)OC.COP(=O)(OC)OC.COP(=O)(OC)OC.COP(=O)(OC)OC
Electronic energy ... -4455.7309 Ha

***

Below is a 2-piece molecular cluster, C5H15N3O overall, with properties calculated with ωB97M-V/def2-TZVPD.

Each line ends with the Mulliken charge.
Element x y z (Å)
C: -2.15256 0.83772 -0.01941  -0.407
C: -2.06651 -1.51356 0.51670  -1.013
C: -1.30718 2.04314 -0.40735  -1.152
N: -1.30154 -0.30456 0.27940  0.126
O: -0.55204 -0.01169 1.46456  -0.505
H: 0.38668 -0.12634 1.19883  0.570
H: -2.79223 1.08989 0.84062  0.349
H: -2.79309 0.54536 -0.85543  0.297
H: -1.37203 -2.30039 0.80620  0.309
H: -2.81739 -1.39286 1.30795  0.326
H: -2.56177 -1.79526 -0.41123  0.303
H: -0.68511 1.80337 -1.26565  0.233
H: -0.66369 2.32478 0.42167  0.279
H: -1.94940 2.88388 -0.65658  0.409
C: 1.38398 -0.77534 -1.62986  -0.741
N: 3.06257 -0.08329 1.53924  -0.709
C: 2.43549 -0.50271 -0.61647  -0.096
N: 2.12410 -0.23461 0.57944  0.039
H: 4.01669 0.09875 1.23156  0.230
H: 2.74118 0.50743 2.29179  0.215
H: 3.48126 -0.55268 -0.94431  0.337
H: 1.49902 -1.78653 -2.01995  0.297
H: 0.39715 -0.66876 -1.18413  0.030
H: 1.48642 -0.08574 -2.46758  0.275

Computed properties:
Structure (SMILES) ... C/C=N/N.CCN(C)O
Energy above the lowest of the compared OMol25 structures with the same formula, charge and spin ... 74.2 kcal per mole
Electronic energy ... -438.9166 Ha

***

Below is one molecule with the formula C4H4BrI at a distorted geometry, with properties calculated with ωB97M-V/def2-TZVPD.

Each line ends with the Mulliken charge.
Element x y z (Å)
C: -0.60552 0.89318 -0.07464  0.052
C: -0.97762 -0.46888 -0.18636  -0.319
C: 0.86389 0.59289 -0.10072  -0.382
C: 0.43032 -0.90454 0.10728  -0.320
Br: -1.37592 2.58358 0.01507  -0.116
I: -2.82423 -1.43484 -0.05071  0.102
H: 1.43869 0.65541 -1.09683  0.237
H: 1.32370 0.92964 0.81452  0.270
H: 0.66395 -1.27527 1.11478  0.239
H: 1.06274 -1.57116 -0.54237  0.236

Computed properties:
Structure (SMILES) ... BrC1=C(I)CC1
Energy above the lowest of the compared OMol25 structures with the same formula, charge and spin ... 19.7 kcal per mole
Electronic energy ... -3026.4470 Ha